# 1
Below is a structure of composition C21H23N4, with properties calculated with ωB97M-V/def2-TZVPD.

The geometry in XYZ format:
```
48
Properties=species:S:1:pos:R:3:forces:R:3
C -3.6951 2.4841 2.3557 -0.37 -0.11 0.51
N -2.3939 2.4303 1.7348 0.43 -0.48 0.24
C -1.3140 1.9072 2.3821 0.28 0.69 -1.00
C -0.1788 2.0443 1.5557 -0.41 -0.37 0.61
C 1.1534 1.5843 1.9256 -0.04 -0.28 0.33
C 2.3068 1.8816 0.9749 -0.35 -0.94 0.11
C 2.3160 1.3527 -0.3323 0.42 0.06 0.13
C 3.4113 1.6007 -1.1777 -0.16 0.04 0.49
C 4.4724 2.4129 -0.7493 -0.21 -0.17 0.22
C 4.4302 2.9699 0.5352 0.13 -0.08 -0.12
C 3.3741 2.6896 1.4008 -0.39 -0.02 0.36
C -0.6196 2.7377 0.3440 -1.21 -0.23 0.67
C -0.0361 3.3082 -0.7750 0.56 0.52 -1.21
C -0.8299 3.9104 -1.7682 -0.08 -0.36 0.69
C -2.2344 3.9731 -1.6382 0.21 -0.25 0.40
C -2.8419 3.4805 -0.4764 -0.07 0.47 -0.91
C -2.0314 2.9089 0.4812 0.85 -0.30 0.74
H -4.4579 2.8195 1.6505 0.20 -0.10 0.15
H -3.9550 1.4831 2.7308 -0.10 0.29 -0.21
H -3.6703 3.1607 3.2231 -0.11 -0.07 -0.36
H -1.4659 1.5098 3.3985 0.39 0.20 -0.74
H 1.3906 1.6215 2.9728 0.30 1.56 0.06
H 1.4652 0.7540 -0.6867 0.49 0.21 0.22
H 3.4482 1.1374 -2.1594 -0.08 0.14 0.11
H 5.3434 2.5863 -1.4005 -0.58 -0.06 0.37
H 5.2521 3.5962 0.8833 -0.25 -0.13 -0.12
H 3.3466 3.1291 2.4170 0.11 -0.35 -0.71
H 1.0537 3.3007 -0.8879 -0.61 0.06 -0.10
H -0.3592 4.3318 -2.6548 -0.06 -0.10 0.26
H -2.8291 4.4163 -2.4429 0.18 -0.17 0.42
H -3.9142 3.5378 -0.3199 0.12 0.10 -0.15
C 2.4098 -0.6335 3.1084 1.09 -0.35 -0.31
C 2.1286 -1.5197 4.3274 0.33 0.26 0.60
N 0.7499 -1.8073 4.0872 0.26 -1.02 1.29
C -0.1776 -2.4303 5.0032 -0.21 0.44 -0.13
C -1.5067 -2.2153 4.2286 0.54 -1.24 0.10
N -1.1711 -1.1519 3.2714 0.69 1.05 -0.53
C 0.1924 -0.9681 3.2414 0.14 1.20 -1.92
N 1.1135 -0.2085 2.5647 -1.80 -1.23 0.11
H 3.0420 0.2262 3.3568 -0.14 -0.08 -0.09
H 2.9621 -1.2584 2.3962 -0.16 0.41 -0.28
H 2.6941 -2.4618 4.3861 0.08 0.51 -0.19
H 2.2645 -0.9682 5.2753 -0.10 -0.22 -0.15
H 0.0970 -3.4742 5.1535 -0.27 0.02 0.04
H -0.1887 -1.9153 5.9784 0.10 -0.09 -0.24
H -1.7255 -3.1853 3.7325 -0.31 0.79 0.04
H -2.2824 -1.9429 4.9372 -0.28 0.08 -0.33
H -1.7799 -0.8363 2.5153 0.44 -0.32 0.51
```
Forces are in eV/Å.

- Gap between HOMO and LUMO: 7.77 eV
- LUMO: -2.9 eV
- ΔE to the lowest compared entry with this formula, charge and spin: 16.9 kJ/mol
- Charge: +1
- HOMO energy: -10.68 eV
- Max |F|: 2.27 eV/A

Mulliken population analysis, charges in e, atoms 1 to 2:
1. C -0.907
2. N 0.166

# 2
Below is an isolated molecule of C21H23N5O2S, with properties calculated with ωB97M-V/def2-TZVPD.

The geometry in XYZ format:
```
52
Properties=species:S:1:pos:R:3:forces:R:3
C -4.0089 1.6983 0.6347 -0.02 -0.08 -0.21
H -4.9323 1.1832 0.8887 -0.07 -0.01 0.09
H -4.1944 2.7672 0.6915 -0.01 0.11 0.08
H -3.2603 1.4378 1.3793 0.04 0.00 0.16
C -3.5642 1.2903 -0.7665 0.15 0.13 0.19
H -3.5484 0.1991 -0.8307 -0.02 -0.06 -0.11
H -4.2924 1.6533 -1.4941 0.04 -0.05 -0.09
C -2.1753 1.8080 -1.1710 -0.05 0.16 -0.42
N -1.2103 1.1809 -0.2694 -0.47 -0.06 -0.01
C 0.1047 1.4028 -0.2634 0.19 -0.40 0.51
O 0.7081 2.1902 -0.9672 0.23 0.33 -0.29
C 0.8831 0.5156 0.7484 -0.13 0.34 -0.04
N 1.1531 -0.7822 0.1293 0.09 0.26 0.19
C 0.1551 -1.6650 -0.0841 -0.13 -0.27 -0.12
O -0.9985 -1.4993 0.2715 -0.02 -0.21 0.05
C 0.5582 -2.8785 -0.8601 -0.25 0.07 -1.56
C 0.6564 -2.9500 -2.2288 0.06 -0.42 0.16
S 1.0787 -4.5499 -2.6432 -0.26 1.05 0.22
N 1.0925 -4.9956 -1.0510 0.41 -1.59 -0.26
N 0.8084 -4.0608 -0.2652 -0.24 0.32 1.36
H 0.5107 -2.1810 -2.9581 -0.04 0.29 -0.14
C 2.4790 -1.0323 -0.3188 0.62 -0.09 -0.14
C 3.1745 -2.1439 0.1410 0.00 0.17 0.06
C 4.4572 -2.3863 -0.3174 0.02 -0.04 -0.01
C 5.0530 -1.5167 -1.2153 0.07 -0.02 -0.03
C 4.3667 -0.3951 -1.6506 0.05 -0.01 0.01
C 3.0800 -0.1478 -1.2067 -0.11 -0.06 0.05
H 2.5410 0.7262 -1.5409 -0.09 0.10 -0.02
H 4.8312 0.2903 -2.3430 0.04 0.06 -0.06
H 6.0542 -1.7094 -1.5697 0.09 -0.01 -0.03
H 4.9921 -3.2549 0.0353 0.05 -0.08 0.03
H 2.7129 -2.8168 0.8483 -0.03 -0.03 0.06
C 0.2070 0.3952 2.0904 -0.03 -0.09 0.40
C -0.4966 1.4764 2.6194 0.31 -0.17 -0.29
N -1.1099 1.4515 3.7862 -0.27 0.42 0.26
C -1.0507 0.3425 4.5037 0.04 -0.27 0.13
C -0.3530 -0.7830 4.0953 0.06 0.05 -0.07
C 0.2908 -0.7523 2.8697 -0.06 0.23 0.05
H 0.8446 -1.6145 2.5275 0.01 -0.08 -0.06
H -0.3121 -1.6637 4.7167 -0.02 -0.07 0.07
H -1.5797 0.3669 5.4468 -0.02 -0.10 0.10
H -0.5658 2.4094 2.0748 0.00 0.05 -0.12
H 1.8585 0.9982 0.8895 -0.26 -0.08 -0.16
H -1.5413 0.3680 0.2397 0.21 0.11 0.00
C -1.8665 1.3775 -2.6105 0.01 0.07 0.21
H -0.8608 1.6913 -2.8781 0.08 0.02 -0.06
H -1.9358 0.2949 -2.7022 -0.04 -0.13 -0.02
H -2.5699 1.8333 -3.3017 -0.11 0.05 -0.11
C -2.0768 3.3292 -1.0508 0.05 -0.17 -0.03
H -2.1827 3.6385 -0.0149 -0.04 0.08 0.11
H -2.8570 3.7992 -1.6434 -0.14 0.07 -0.06
H -1.1083 3.6640 -1.4109 0.01 0.06 -0.02
```
Forces are in eV/Å.

- Gap between HOMO and LUMO: 9.32 eV
- LUMO: 0.1 eV
- SMILES string: CCC(C)(C)NC(=O)[C@@H](c1cccnc1)N(C(=O)c1csnn1)c1ccccc1
- ΔE to the lowest compared entry with this formula, charge and spin: 60.0 kJ/mol
- Charge: 0
- HOMO energy: -9.19 eV
- Max |F|: 1.66 eV/A

Mulliken population analysis, charges in e, atoms 1 to 2:
1. C -1.059
2. H 0.401

# 3
Below is an isolated molecule of C21H23N5O5S, with properties calculated with ωB97M-V/def2-TZVPD.

The geometry in XYZ format:
```
55
Properties=species:S:1:pos:R:3:forces:R:3
C 4.0740 1.0517 1.4376 0.37 0.27 0.10
N 3.3615 -0.0635 0.8420 0.15 -0.04 -0.15
C 4.1105 -0.9779 0.1402 0.67 0.34 0.14
O 5.3132 -0.8783 0.0388 -0.32 -0.25 -0.13
C 3.3786 -2.1206 -0.5266 -0.05 -0.64 -0.40
O 3.9824 -2.9203 -1.2069 0.07 0.31 0.21
N 2.0236 -2.2022 -0.3297 0.30 -0.11 -0.14
C 1.3258 -1.2877 0.4313 -0.35 0.63 0.45
C -0.0411 -1.4379 0.6599 0.25 -0.12 -0.01
C -0.7378 -0.4784 1.3620 -0.51 -0.07 0.15
C -0.1029 0.6350 1.8782 -0.09 0.03 0.08
C 1.2617 0.7684 1.7144 -0.02 -0.18 -0.04
C 1.9956 -0.1797 0.9959 -0.68 -0.29 0.05
H 1.7602 1.6195 2.1439 0.07 0.08 0.02
H -0.6800 1.3600 2.4275 0.01 0.16 0.10
S -2.4906 -0.6960 1.6113 0.31 0.41 -0.22
O -2.9365 0.1407 2.6843 0.05 0.23 -0.04
O -2.7874 -2.0998 1.6644 0.13 -0.07 -0.18
N -3.0965 -0.0165 0.1827 0.29 -0.43 0.77
C -4.4934 0.4147 0.2407 -0.63 0.20 0.24
C -5.2474 -0.5292 -0.6936 0.18 0.10 0.01
H -5.4849 -1.4563 -0.1720 -0.05 -0.02 0.02
H -6.1640 -0.0886 -1.0794 -0.05 -0.02 0.02
C -4.2084 -0.7929 -1.7820 -0.04 0.01 0.16
H -4.1574 0.0514 -2.4723 -0.01 -0.01 -0.04
H -4.3985 -1.7002 -2.3498 0.06 0.01 -0.06
C -2.9058 -0.8921 -0.9728 0.37 -0.48 -0.40
H -2.7611 -1.9236 -0.6315 0.04 0.11 -0.25
C -1.6773 -0.4613 -1.7679 -0.28 0.00 0.09
O -0.9228 -1.2454 -2.3069 0.11 -0.31 -0.26
N -1.5500 0.8751 -1.8333 -0.02 0.43 -0.04
H -2.1722 1.4175 -1.2524 0.12 -0.11 0.05
C -0.4166 1.5468 -2.4299 0.03 -0.01 -0.23
C 0.2748 2.4383 -1.4356 0.01 0.08 0.06
C 1.6259 2.3012 -1.1409 -0.33 -0.03 -0.24
N 2.2648 3.0667 -0.2741 0.42 0.12 0.00
C 1.5882 4.0130 0.3535 -0.13 0.16 0.08
C 0.2380 4.2432 0.1406 -0.06 -0.07 -0.03
C -0.4250 3.4407 -0.7709 0.25 -0.06 -0.01
H -1.4748 3.6026 -0.9736 -0.13 0.03 -0.01
H -0.2775 5.0301 0.6682 -0.03 0.08 0.06
H 2.1577 4.6107 1.0527 -0.03 0.11 0.09
H 2.2262 1.5456 -1.6314 -0.01 -0.16 -0.11
H -0.7601 2.1469 -3.2831 0.13 -0.13 0.05
H 0.2581 0.7705 -2.7984 -0.07 0.12 -0.02
H -4.5556 1.4501 -0.1146 -0.06 -0.07 0.08
H -4.8343 0.3808 1.2744 -0.15 0.15 -0.09
H -0.5709 -2.3051 0.3106 0.02 -0.17 -0.15
C 1.3122 -3.2713 -1.0062 -0.04 -0.29 -0.31
H 0.5278 -2.8529 -1.6375 0.00 -0.03 0.09
H 2.0390 -3.7977 -1.6226 -0.15 0.04 0.11
H 0.8857 -3.9666 -0.2830 -0.02 -0.01 0.03
H 5.1301 0.9080 1.2142 -0.16 0.06 0.09
H 3.9326 1.0602 2.5182 -0.02 -0.02 0.03
H 3.7323 1.9893 0.9958 0.04 -0.10 0.11
```
Forces are in eV/Å.

- Gap between HOMO and LUMO: 8.74 eV
- LUMO: 0.3 eV
- SMILES string: Cn1c(=O)c(=O)n(C)c2cc(S(=O)(=O)N3CCC[C@H]3C(=O)NCc3cccnc3)ccc21
- ΔE to the lowest compared entry with this formula, charge and spin: 0.0 kJ/mol
- Charge: 0
- HOMO energy: -8.47 eV
- Max |F|: 0.93 eV/A

Mulliken population analysis, charges in e, atoms 1 to 2:
1. C -1.215
2. N -0.036

# 4
Below is an isolated molecule of C21H23N5OS, with properties calculated with ωB97M-V/def2-TZVPD.

The geometry in XYZ format:
```
51
Properties=species:S:1:pos:R:3:forces:R:3
C -6.5040 -0.3580 2.1397 -0.03 0.02 -0.07
C -5.4157 -0.5474 1.1259 -0.04 0.05 0.03
C -5.1415 0.4431 0.1902 -0.01 -0.17 0.14
C -4.1531 0.2876 -0.7612 0.15 -0.01 -0.14
C -3.3975 -0.8845 -0.8008 -0.22 -0.07 0.15
C -3.6665 -1.8799 0.1394 0.09 0.02 -0.06
C -4.6623 -1.7122 1.0813 0.02 0.10 -0.03
H -4.8506 -2.5006 1.7967 -0.03 -0.06 0.07
H -3.0892 -2.7956 0.1217 0.05 -0.09 -0.01
N -2.4247 -1.1066 -1.7611 0.31 -0.36 -0.16
H -1.8320 -1.9013 -1.5776 -0.06 0.12 -0.06
C -1.8191 -0.0268 -2.5028 -0.10 0.02 -0.03
C -1.3178 1.0998 -1.6604 0.20 -0.13 0.19
N -1.5619 2.3631 -1.8890 -0.62 -0.46 -0.90
N -0.9319 3.0908 -0.9655 0.38 0.74 0.60
C -0.3099 2.2654 -0.1767 0.22 -0.26 0.49
N -0.5214 0.9694 -0.5618 -0.43 0.69 -0.43
C -0.0138 -0.2212 0.0524 0.12 -0.54 0.15
H 0.6357 0.0648 0.8801 -0.02 -0.04 -0.12
H -0.8355 -0.8244 0.4436 0.06 0.02 -0.01
H 0.5634 -0.8005 -0.6713 0.02 0.01 0.07
S 0.7537 2.7218 1.1324 0.02 0.36 -0.10
C 2.1972 3.1334 0.0679 -0.34 -0.17 0.05
C 2.6297 1.8398 -0.5909 -0.06 0.38 0.02
O 2.2506 1.5552 -1.7111 -0.02 0.00 -0.17
N 3.3724 1.0030 0.1767 0.10 -0.10 0.00
C 3.7903 -0.2794 -0.2013 0.15 -0.47 0.00
C 3.6125 -0.9293 -1.4102 -0.11 0.09 -0.22
C 4.1188 -2.2151 -1.5387 0.05 -0.07 0.07
C 4.7827 -2.8344 -0.4938 0.05 -0.16 -0.02
C 4.9571 -2.1756 0.7167 -0.06 0.10 -0.07
C 4.4581 -0.8995 0.8549 -0.08 0.08 -0.17
C 4.5034 0.0135 2.0433 0.00 -0.04 0.07
H 5.5283 0.1933 2.3695 -0.04 0.03 0.04
H 3.9574 -0.4165 2.8852 0.02 0.05 0.01
C 3.8336 1.3000 1.5318 0.11 0.41 0.41
H 2.9873 1.5924 2.1592 0.13 -0.02 -0.05
H 4.5479 2.1291 1.5029 -0.08 -0.06 0.06
H 5.4751 -2.6525 1.5351 0.06 -0.06 0.09
H 5.1699 -3.8340 -0.6193 0.03 -0.10 -0.02
H 3.9932 -2.7365 -2.4757 -0.01 -0.04 -0.08
H 3.1052 -0.4451 -2.2274 -0.01 0.02 0.00
H 2.9471 3.5903 0.7070 0.05 0.02 0.02
H 1.8472 3.8351 -0.6878 0.14 -0.09 0.04
H -2.5416 0.4007 -3.2061 0.18 0.02 0.01
H -0.9862 -0.4355 -3.0828 -0.14 -0.01 -0.01
H -3.9685 1.0802 -1.4681 0.02 0.10 -0.08
H -5.7132 1.3599 0.2065 -0.06 0.11 0.00
H -6.4671 -1.1346 2.8999 -0.04 -0.02 0.08
H -7.4807 -0.3970 1.6567 -0.10 0.00 0.07
H -6.4122 0.6125 2.6249 -0.05 0.03 0.09
```
Forces are in eV/Å.

- Gap between HOMO and LUMO: 8.18 eV
- LUMO: 0.4 eV
- SMILES string: Cc1ccc(NCc2nnc(SCC(=O)N3CCc4ccccc43)n2C)cc1
- ΔE to the lowest compared entry with this formula, charge and spin: 27.4 kJ/mol
- Charge: 0
- HOMO energy: -7.77 eV
- Max |F|: 1.18 eV/A

Mulliken population analysis, charges in e, atoms 1 to 2:
1. C -1.421
2. C 0.810

# 5
Below is an isolated molecule of C21H23N5OS, with properties calculated with ωB97M-V/def2-TZVPD.

The geometry in XYZ format:
```
51
Properties=species:S:1:pos:R:3:forces:R:3
C 4.2252 3.0533 -1.7118 -0.21 0.02 -0.10
C 2.8264 2.5755 -2.0849 0.12 -0.19 0.09
C 2.3846 1.3443 -1.2958 -0.09 0.26 0.00
C 2.1655 1.6485 0.1873 0.30 0.24 -0.52
N 1.7139 0.4775 0.8949 -0.40 -0.63 0.51
C 0.4580 0.2775 1.3862 0.05 -0.10 0.08
N 0.3245 -0.9415 1.8454 -0.76 0.60 0.05
N 1.4852 -1.5704 1.6503 1.10 -0.56 -0.14
C 2.3264 -0.7409 1.0861 -0.45 0.04 0.15
C 3.6868 -1.1215 0.7440 0.56 -0.18 -0.15
C 4.7770 -0.2552 0.8065 -0.16 -0.18 -0.04
C 6.0286 -0.7452 0.4705 -0.03 0.27 0.05
N 6.2532 -1.9925 0.0981 0.49 -0.13 -0.11
C 5.2232 -2.8222 0.0631 -0.27 -0.15 0.02
C 3.9285 -2.4459 0.3736 0.02 0.25 0.03
H 3.1104 -3.1465 0.3398 -0.06 -0.09 -0.03
H 5.4524 -3.8374 -0.2321 -0.09 -0.10 -0.02
H 6.8991 -0.1029 0.5028 0.01 0.12 0.04
H 4.6731 0.7669 1.1324 0.00 0.10 0.02
S -0.7686 1.5109 1.3917 -0.22 0.30 0.02
C -1.9863 0.7103 2.4913 0.16 0.21 0.05
C -3.3814 0.6603 1.8860 0.33 0.02 0.17
O -4.2729 1.3300 2.3689 -0.13 0.16 0.10
N -3.5539 -0.1696 0.8317 -0.12 -0.09 0.02
C -4.7713 -0.3734 0.1646 -0.39 -0.13 -0.32
C -5.9727 0.2924 0.3275 -0.06 0.17 0.14
C -7.0415 -0.0914 -0.4704 -0.01 -0.06 -0.07
C -6.9165 -1.1085 -1.4008 -0.13 -0.05 -0.09
C -5.7081 -1.7766 -1.5539 0.02 0.10 0.08
C -4.6406 -1.4020 -0.7689 0.01 0.17 0.09
C -3.2524 -1.9661 -0.7157 -0.04 -0.09 0.08
H -2.7915 -2.0261 -1.7015 0.04 -0.01 0.05
H -3.2685 -2.9728 -0.2916 0.05 0.00 -0.02
C -2.5141 -0.9827 0.2044 0.62 -0.20 -0.15
H -1.9068 -1.4958 0.9522 -0.05 0.12 -0.12
H -1.8568 -0.3302 -0.3818 -0.03 -0.12 0.08
H -5.6054 -2.5740 -2.2749 0.01 -0.08 -0.08
H -7.7622 -1.3869 -2.0112 -0.09 -0.02 -0.05
H -7.9869 0.4181 -0.3597 -0.08 0.05 0.01
H -6.0726 1.0812 1.0531 0.00 0.01 0.01
H -2.0416 1.3197 3.3939 -0.09 -0.17 -0.11
H -1.5858 -0.2769 2.7178 -0.07 0.01 0.05
H 3.0842 2.0177 0.6460 -0.16 0.06 0.01
H 1.3921 2.4132 0.3018 0.17 -0.01 0.03
H 3.1379 0.5590 -1.3968 -0.05 -0.04 -0.01
H 1.4477 0.9660 -1.7124 0.00 -0.08 0.06
H 2.1079 3.3828 -1.9292 -0.07 0.04 -0.09
H 2.8132 2.3205 -3.1463 -0.08 0.06 0.00
H 4.2531 3.4472 -0.6990 0.09 0.05 0.12
H 4.9398 2.2363 -1.7876 0.12 -0.07 0.01
H 4.5403 3.8459 -2.3856 0.11 0.09 0.00
```
Forces are in eV/Å.

- Gap between HOMO and LUMO: 8.46 eV
- LUMO: 0.2 eV
- SMILES string: CCCCn1c(SCC(=O)N2CCc3ccccc32)nnc1-c1ccncc1
- ΔE to the lowest compared entry with this formula, charge and spin: 36.8 kJ/mol
- Charge: 0
- HOMO energy: -8.21 eV
- Max |F|: 1.24 eV/A

Mulliken population analysis, charges in e, atoms 1 to 2:
1. C -1.091
2. C -0.654